[1]
The following is a quantum chemistry calculation of C20H20N4O3 in the gas phase, from OMol25.

Results
HOMO level ... -7.722 eV
F_max ... 8.9 eV/A
SMILES string ... C=CCNc1nc(-c2ccc(OC)cc2)c(-c2ccc(OC)cc2)n[n+]1[O-]
Electronic energy ... -33159.0026 eV

Last column: natural (NBO) charge in e.
Positions of all 47 atoms, in Å:
C -5.36 -3.43 1.43  -0.42
C -5.35 -2.27 2.16  -0.19
C -4.19 -1.17 2.43  -0.25
N -3.04 -1.97 2.50  -0.61
C -1.85 -1.65 1.75  0.50
N -1.45 -0.35 1.61  -0.43
C -0.31 -0.17 0.92  0.19
C 0.19 1.23 1.15  -0.11
C 1.55 1.59 1.06  -0.18
C 2.03 2.90 1.19  -0.25
C 1.16 3.89 1.51  0.30
O 1.53 5.22 1.58  -0.53
C 0.98 6.08 0.49  -0.27
C -0.20 3.49 1.74  -0.25
C -0.66 2.21 1.50  -0.17
C 0.12 -1.24 0.07  0.14
C 1.32 -1.15 -0.85  -0.11
C 2.33 -2.07 -0.94  -0.17
C 3.28 -1.97 -2.00  -0.25
C 3.12 -0.92 -3.03  0.30
O 3.94 -0.81 -4.12  -0.51
C 3.97 -2.05 -4.82  -0.26
C 2.03 -0.08 -2.96  -0.27
C 1.11 -0.21 -1.84  -0.15
N -0.36 -2.43 0.22  -0.19
N -1.19 -2.70 1.13  0.23
O -1.75 -3.69 0.80  -0.51
H -6.24 -4.09 1.49  0.21
H -4.56 -3.87 0.87  0.22
H -6.36 -2.03 2.66  0.20
H -4.24 -0.40 1.59  0.22
H -4.27 -0.72 3.41  0.21
H -3.24 -2.99 2.33  0.43
H 2.34 1.03 0.47  0.23
H 3.09 3.10 1.24  0.23
H 0.67 7.02 0.99  0.20
H 0.14 5.71 -0.14  0.19
H 1.76 6.26 -0.30  0.19
H -1.02 4.24 1.95  0.22
H -1.72 2.00 1.65  0.23
H 2.45 -2.95 -0.24  0.23
H 4.09 -2.58 -2.04  0.21
H 4.41 -1.80 -5.78  0.20
H 4.36 -2.93 -4.28  0.18
H 3.07 -2.48 -5.05  0.18
H 2.02 0.75 -3.77  0.24
H 0.30 0.47 -1.72  0.22



[2]
The following is a quantum chemistry calculation of C20H20N6O3S in the gas phase, from OMol25.

Results
HOMO level ... -7.878 eV
F_max ... 1.3 eV/A
SMILES string ... CCn1c(SCc2nc3cc(OC)c(OC)cc3c(=O)[nH]2)nnc1-c1ccncc1
Electronic energy ... -46982.8683 eV

Last column: natural (NBO) charge in e.
Positions of all 50 atoms, in Å:
C 2.17 0.17 -4.38  -0.61
C 1.16 0.41 -3.25  -0.22
N 1.33 -0.54 -2.19  -0.36
C 2.28 -0.47 -1.22  0.18
S 3.49 0.78 -1.14  0.29
C 3.76 0.68 0.66  -0.56
C 2.44 0.67 1.37  0.47
N 1.49 1.42 0.94  -0.53
C 0.28 1.35 1.58  0.25
C -0.77 2.13 1.10  -0.32
C -2.02 2.10 1.68  0.27
O -3.07 2.85 1.23  -0.50
C -2.87 3.69 0.12  -0.25
C -2.24 1.26 2.81  0.25
O -3.40 1.11 3.51  -0.49
C -4.56 1.87 3.22  -0.24
C -1.19 0.49 3.28  -0.18
C 0.06 0.52 2.69  -0.23
C 1.16 -0.31 3.19  0.67
O 1.13 -1.05 4.14  -0.60
N 2.33 -0.15 2.45  -0.60
N 2.13 -1.42 -0.33  -0.33
N 1.05 -2.12 -0.69  -0.26
C 0.57 -1.62 -1.80  0.29
C -0.62 -2.14 -2.46  -0.04
C -0.79 -2.15 -3.84  -0.26
C -1.96 -2.69 -4.35  0.04
N -2.92 -3.20 -3.60  -0.41
C -2.74 -3.21 -2.29  0.04
C -1.62 -2.70 -1.67  -0.22
H 3.18 0.29 -4.00  0.22
H 2.07 -0.84 -4.78  0.21
H 2.00 0.88 -5.18  0.22
H 0.14 0.34 -3.62  0.22
H 1.32 1.41 -2.84  0.22
H 4.34 -0.22 0.87  0.24
H 4.34 1.57 0.91  0.26
H -0.57 2.75 0.24  0.23
H -2.11 4.45 0.33  0.18
H -3.83 4.18 -0.05  0.20
H -2.59 3.13 -0.77  0.18
H -4.94 1.66 2.23  0.18
H -5.28 1.55 3.97  0.19
H -4.37 2.94 3.33  0.18
H -1.36 -0.15 4.13  0.25
H 3.10 -0.76 2.71  0.42
H -0.03 -1.78 -4.51  0.21
H -2.14 -2.71 -5.42  0.19
H -3.55 -3.66 -1.72  0.20
H -1.50 -2.73 -0.60  0.24